Molecular formula: C8H17N4O2
Method: DFT, ωB97M-V with the def2-TZVPD basis set

Last column: Löwdin charge in e.
Positions of all 31 atoms, in Å:
C1 -0.530 -1.486 1.170  -0.333
C2 -0.754 0.085 1.143  -0.310
C3 -0.541 1.332 -1.014  -0.342
C4 0.755 0.616 -1.350  -0.199
C5 -1.249 -2.092 2.385  -0.008
C6 0.541 0.733 1.579  -0.027
C7 -1.346 1.544 -2.307  -0.022
C8 2.040 1.331 -1.437  0.015
N1 0.622 -0.675 -1.311  -0.012
N2 1.645 -2.322 0.519  -0.109
N3 0.731 -2.019 1.137  0.192
N4 -1.319 0.518 -0.137  -0.004
O1 1.523 -1.632 -1.277  -0.058
O2 2.697 -2.784 0.484  0.242
H1 -1.126 -1.801 0.196  0.182
H2 -1.503 0.219 1.874  0.123
H3 -0.281 2.365 -0.696  0.156
H4 -2.348 -1.845 2.347  0.122
H5 -0.805 -1.469 3.157  0.085
H6 -0.872 -3.097 2.490  0.089
H7 0.608 0.840 2.722  0.129
H8 0.591 1.853 1.393  0.111
H9 1.362 0.248 1.020  0.072
H10 -1.026 2.205 -3.121  0.104
H11 -2.205 1.996 -1.950  0.055
H12 -1.718 0.743 -2.916  0.088
H13 1.962 2.451 -1.285  0.119
H14 2.336 1.367 -2.549  0.143
H15 2.857 0.979 -0.883  0.075
H16 -0.341 -1.029 -1.314  0.160
H17 -2.307 0.828 -0.067  0.162

Values from the calculation:
HOMO (spin up / spin down): -13.265 / -13.265 eV
electronic energy: -684.01772 hartree
energy relative to the best compared isomer or geometry (same formula, charge and spin): 155.9 kcal per mole
strongest force on any atom: 5.98 eV/Å
frontier orbital gap (spin up / spin down): 0.3221 / 0.3221 Ha
charge: +1